1.
Below is C15H21Cl5CoPSe4 as an isolated structure, with properties calculated with ωB97M-V with the def2-TZVPD basis set.

Summary:
HOMO level (alpha / beta)   -7.8 / -8.0 eV
Total charge   0
Lowest unoccupied orbital energy (alpha / beta)   -0.010 / -0.086 Ha
Spin multiplicity   5
Total energy   -14215.01649 Ha
Orbital gap (alpha / beta)   7.54 / 5.64 eV

Structure (XYZ):
```
47
C15H21Cl5CoPSe4 ωB97M-V with the def2-TZVPD basis set
Co -0.3173 1.5021 0.6887
Cl 2.5571 2.0234 0.6798
C 1.6998 3.4123 0.0193
C 0.3355 3.2446 -0.1685
C -0.3194 4.3577 -0.6782
Cl -2.0213 4.2388 -1.0342
C 0.3256 5.5590 -0.9603
Cl -0.5456 6.9051 -1.5836
C 1.6981 5.6677 -0.7415
Cl 2.5193 7.1379 -1.0858
C 2.4083 4.5743 -0.2459
Cl 4.1019 4.6793 0.0255
Se -2.8848 1.4840 0.7519
Se -3.5859 0.9437 2.8074
Se -1.7533 0.9282 4.2112
Se -0.0256 1.9207 3.0784
C 2.6089 -1.2872 -0.1889
C 1.2685 -1.8221 -0.6908
C 1.2304 -3.3466 -0.5472
P -0.1882 -0.9082 0.0076
C -1.4863 -1.0709 -1.3034
C -1.2938 0.0591 -2.3189
C -1.6031 -2.4050 -2.0376
C -0.8105 -1.7381 1.5380
C 0.3047 -1.8909 2.5747
C -1.6302 -3.0171 1.3846
H 3.4165 -1.9103 -0.5784
H 2.6718 -1.3114 0.9000
H 2.7840 -0.2662 -0.5197
H 1.1959 -1.5860 -1.7596
H 1.3999 -3.6483 0.4853
H 2.0375 -3.7775 -1.1430
H 0.2980 -3.7932 -0.8824
H -2.4231 -0.8858 -0.7673
H -0.3757 -0.0806 -2.8951
H -1.2385 1.0477 -1.8549
H -2.1254 0.0730 -3.0256
H -0.7078 -2.6176 -2.6246
H -2.4395 -2.3536 -2.7375
H -1.7825 -3.2462 -1.3709
H -1.4913 -0.9704 1.9319
H 0.9411 -2.7499 2.3641
H -0.1427 -2.0439 3.5583
H 0.9278 -0.9975 2.6411
H -1.0360 -3.8452 1.0033
H -2.4898 -2.8757 0.7297
H -2.0133 -3.3132 2.3633
```



2.
Below is C15H21F4N2O2PdSe2 as an isolated structure, with properties calculated with ωB97M-V with the def2-TZVPD basis set.

Summary:
HOMO level (alpha / beta)   -11.0 / -11.0 eV
Total charge   +1
Lowest unoccupied orbital energy (alpha / beta)   -0.188 / -0.188 Ha
ΔE to the lowest compared entry with this formula, charge and spin   43.2 kcal per mole
Total energy   -6174.03856 Ha
Orbital gap (alpha / beta)   5.92 / 5.93 eV

Structure (XYZ):
```
47
C15H21F4N2O2PdSe2 ωB97M-V with the def2-TZVPD basis set
Pd 0.0511 0.0796 -0.0843
C -0.5747 -0.2673 -2.9352
N 0.4653 0.3247 -2.0593
C 0.6086 1.7671 -2.3955
C 1.7675 -0.4009 -2.2507
C 2.7442 0.0708 -1.1998
N 2.0106 -0.0037 0.0549
C 2.5982 0.3120 1.2689
C 1.7915 0.3094 2.4084
F 0.4490 0.1134 2.2197
C 2.2667 0.5224 3.6797
F 1.4124 0.4982 4.7016
C 3.6088 0.7752 3.8861
C 4.4275 0.8077 2.7764
F 5.7273 1.0551 2.9202
C 3.9480 0.5978 1.4936
F 4.8195 0.6487 0.4749
H -0.2885 -0.0979 -3.9759
H -1.5243 0.2210 -2.7334
H -0.6549 -1.3317 -2.7337
H 0.9697 1.8455 -3.4230
H 1.3132 2.2438 -1.7204
H -0.3615 2.2443 -2.2961
H 2.1081 -0.2264 -3.2736
H 1.5523 -1.4600 -2.1140
H 3.1032 1.0784 -1.4292
H 3.6176 -0.5813 -1.1818
H 4.0001 0.9549 4.8766
O -6.2897 -1.3854 0.6143
C -5.7330 -0.1798 0.1281
C -4.2595 -0.1133 0.5733
C -4.2786 -0.0344 2.1007
O -2.9737 -0.0004 2.6440
C -3.5659 -1.3432 -0.0035
Se -1.6600 -1.5640 0.2695
C -3.6604 1.0988 -0.1261
Se -1.8055 1.5580 0.1956
H -7.2132 -1.4433 0.3519
H -6.2636 0.6941 0.5233
H -5.7790 -0.1396 -0.9665
H -4.8387 -0.8977 2.4683
H -4.8394 0.8670 2.3808
H -3.0342 -0.0895 3.6005
H -3.7455 -1.3849 -1.0780
H -3.9708 -2.2608 0.4292
H -4.1775 2.0227 0.1523
H -3.7784 0.9848 -1.2045
```